ORCA calculation (ωB97M-V/def2-TZVPD) on a structure of composition C21H33FNO17S3.

Results
frontier orbital gap = 7.843 eV
highest occupied orbital energy = -0.231 Eh

```
! RIJCOSX wB97M-V def2-TZVPD def2/J DEFGRID3
* xyz -1 1
N -3.341 2.672 3.995
C 0.585 -2.504 1.139
O -0.173 -5.357 -0.550
C -4.288 5.874 0.027
C -4.972 4.011 -1.034
C -6.481 0.226 2.513
O 5.615 -2.977 -6.119
H 4.357 -4.599 -6.101
O -4.261 4.726 -1.949
H 0.041 -2.605 2.081
H 3.546 -2.187 -7.798
C 3.761 -3.248 -7.666
H 4.497 -3.538 -8.415
H 4.905 -3.617 -0.590
O 6.816 -2.343 -4.319
O -2.808 2.722 1.491
O -5.385 2.910 -1.216
H -2.011 6.264 -1.430
H 6.674 -1.131 -0.776
H 6.090 -3.233 -1.857
O -1.044 3.215 3.127
H -2.480 0.259 2.176
H -5.017 6.630 -1.858
F -0.672 -0.801 4.160
O -2.503 0.027 5.081
C 4.289 -3.523 -6.283
C -5.592 1.423 2.157
H -4.741 6.705 0.560
H -2.877 7.783 -1.729
H 4.605 -2.289 -1.711
O 5.105 -1.106 0.549
C 6.072 -1.853 -0.217
H -7.493 0.554 2.760
O -0.140 -3.204 0.114
H -5.726 1.625 1.094
H 2.847 -3.816 -7.838
C 5.643 -0.805 1.753
S -5.939 -0.705 3.974
H 6.430 -3.399 1.261
H -6.374 3.429 2.318
O 1.460 -4.582 0.794
O 4.599 -2.702 -4.164
C 6.889 -2.476 0.897
H -0.816 0.776 2.432
H -4.557 1.138 2.322
H -4.917 -1.334 3.383
C 2.659 -3.273 2.455
H 2.550 -2.899 0.348
H 2.007 -3.468 3.307
C -5.942 2.672 2.970
H 3.210 -1.845 -5.420
C 3.560 -2.842 -5.143
C -4.152 6.081 -1.470
S -4.637 3.589 3.820
H 2.737 -3.418 -4.729
O -5.143 4.736 0.081
O -5.162 3.854 5.138
H -6.659 2.419 3.749
O 6.799 -1.493 1.937
C 5.781 -2.642 -4.821
H -3.343 5.606 0.504
O -4.380 4.753 2.996
O 5.161 -0.065 2.545
C -2.866 6.712 -1.937
C -1.816 0.789 2.859
H -2.739 6.566 -3.009
H 3.151 -2.312 2.606
C 1.901 -3.254 1.155
H 3.416 -4.058 2.429
H -6.551 -0.452 1.664
H 7.929 -2.657 0.642
C 0.329 -4.468 0.061
C -1.779 0.046 4.162
S -2.290 2.547 2.833
H 0.671 -1.453 0.881
C 5.379 -2.808 -1.151
*
```

Mulliken population analysis, charges in e, atoms 1 to 2: number 1, N, carries -0.482; number 2, C, carries -0.389



ORCA calculation (ωB97M-V/def2-TZVPD) on a structure of composition C3H2Li2O3.

Results
frontier orbital gap (spin up / spin down) = 7.997 / 7.073 eV
relative energy (zero: lowest compared OMol25 entry of this formula, charge and spin) = 92.1 kcal/mol
highest occupied orbital energy (spin up / spin down) = -0.438 / -0.437 Eh

```
! RIJCOSX wB97M-V def2-TZVPD def2/J DEFGRID3
* xyz 1 2
C 0.009 -0.044 0.415
C 0.536 1.270 0.549
H -0.688 -0.433 1.164
O 0.141 2.063 1.416
O -0.788 -1.386 -1.925
Li 0.792 3.196 2.693
H 0.235 1.431 -0.602
Li -0.962 -3.306 -2.255
C 0.018 -1.878 -1.145
O 0.709 -0.912 -0.310
*
```

natural (NBO) population analysis, charges in e, atoms 1 to 2: number 1, C, carries 0.234; number 2, C, carries 0.210



ORCA calculation (ωB97M-V/def2-TZVPD) on a cluster of 6 separate species, C4H18NO7 in total.

Results
frontier orbital gap = 8.869 eV
relative energy (zero: lowest compared OMol25 entry of this formula, charge and spin) = 5.1 kcal/mol
highest occupied orbital energy = -0.206 Eh

```
! RIJCOSX wB97M-V def2-TZVPD def2/J DEFGRID3
* xyz -1 1
H 1.425 -1.444 2.556
O 1.863 2.114 3.188
H -2.201 0.690 1.024
H -0.424 2.851 0.398
H -1.715 -1.507 -0.897
C -2.272 1.628 0.478
N 1.407 1.251 -0.648
O -0.901 -0.687 -2.239
O 0.224 -2.408 1.743
H -0.145 0.054 0.047
H -1.360 -2.686 -0.071
O 1.999 -0.731 2.939
O -1.921 -1.902 -0.004
H 0.706 -2.928 1.086
H -2.572 2.397 1.197
H 2.709 1.650 3.151
C -0.934 2.044 -0.143
H 1.249 1.414 2.927
H 1.667 1.934 0.044
H -3.086 1.700 -0.246
O -0.203 1.320 -2.943
C -0.402 0.474 -2.062
C -0.026 0.911 -0.612
O 0.603 -2.774 -1.493
H -0.108 -2.313 -1.995
H 2.127 -0.224 2.122
H 1.136 -1.999 -1.274
H 1.675 1.503 -1.588
H -0.661 -2.143 1.443
H -1.156 2.599 -1.057
*
```

natural (NBO) population analysis, charges in e, atoms 1 to 2: number 1, H, carries 0.504; number 2, O, carries -0.949



ORCA calculation (ωB97M-V/def2-TZVPD) on an isolated molecule of CH2FOPS.

Results
frontier orbital gap (spin up / spin down) = 4.845 / 3.750 eV
relative energy (zero: lowest compared OMol25 entry of this formula, charge and spin) = 101.3 kcal/mol
highest occupied orbital energy (spin up / spin down) = -0.280 / -0.259 Eh

```
! RIJCOSX wB97M-V def2-TZVPD def2/J DEFGRID3
* xyz 0 1
O 1.248 0.939 2.614
C 0.379 0.006 0.295
S -0.054 0.914 1.911
P 2.174 -0.676 0.204
H -0.400 -0.752 0.233
H 0.185 0.772 -0.458
F 2.562 -1.476 -1.265
*
```

natural (NBO) population analysis, charges in e, atoms 1 to 2: number 1, O, carries -0.834; number 2, C, carries -1.031



ORCA calculation (ωB97M-V/def2-TZVPD) on a cluster of 2 separate species, C4H10NO3 in total.

Results
frontier orbital gap = 7.497 eV
relative energy (zero: lowest compared OMol25 entry of this formula, charge and spin) = 61.9 kcal/mol
highest occupied orbital energy = -0.128 Eh

```
! RIJCOSX wB97M-V def2-TZVPD def2/J DEFGRID3
* xyz -1 1
H -3.328 -0.319 -1.220
H -1.217 0.782 1.953
H 2.201 1.106 -0.046
C -0.680 0.298 1.128
H -2.712 -0.291 0.138
O -1.047 0.907 -0.051
O -3.566 -0.488 -0.286
O -0.005 0.141 -2.057
C 1.345 0.409 -0.037
H 2.075 -1.591 0.551
H -0.890 -0.786 1.162
H 1.239 0.015 1.968
H 2.505 -1.032 -1.152
N 0.743 0.589 1.290
H 0.916 -1.581 -0.677
C 1.798 -1.012 -0.337
H 0.385 1.969 -1.272
C 0.238 0.884 -1.055
*
```

natural (NBO) population analysis, charges in e, atoms 1 to 2: number 1, H, carries 0.475; number 2, H, carries 0.141



ORCA calculation (ωB97M-V/def2-TZVPD) on an isolated molecule of C6H9N.

Results
SMILES string = C=C1C[C@@H]2N[C@H]2C1
frontier orbital gap = 9.699 eV
relative energy (zero: lowest compared OMol25 entry of this formula, charge and spin) = 189.8 kcal/mol
highest occupied orbital energy = -0.324 Eh

```
! RIJCOSX wB97M-V def2-TZVPD def2/J DEFGRID3
* xyz 0 1
H -0.891 1.278 -2.500
H 1.067 -1.505 -0.714
H 0.664 1.844 0.765
C 0.260 0.810 -0.873
C -0.479 -0.257 -1.359
H -0.423 -2.337 -0.208
N -0.003 0.902 -2.422
C 0.189 -0.365 0.867
H 1.228 0.216 -0.885
C 0.274 -0.608 2.263
H 0.771 -1.623 2.949
C -0.237 1.167 0.530
H -1.560 -0.277 -1.482
C 0.019 -1.273 -0.386
H 0.433 0.427 2.829
H -1.312 1.600 0.626
*
```

natural (NBO) population analysis, charges in e, atoms 1 to 2: number 1, H, carries 0.322; number 2, H, carries 0.225